(1)
{"formula": "C3H9BrNa2O4P", "method": "wB97M-V/def2-TZVPD", "symbols": ["Na", "Na", "Br", "C", "O", "P", "O", "O", "C", "O", "C", "H", "H", "H", "H", "H", "H", "H", "H", "H"], "xyz": [[-5.426224, -0.059442, 2.617795], [-3.142272, 0.359327, -0.352040], [-3.630832, -1.786039, 1.309555], [1.117624, 1.696702, 1.314737], [1.369572, 1.218518, 0.002664], [0.578798, -0.048124, -0.506441], [-0.895965, 0.102249, -0.472969], [1.188965, -0.290520, -1.902616], [1.035386, 0.628257, -3.022860], [1.138909, -1.262170, 0.311270], [0.286845, -1.992085, 1.211642], [0.154781, 2.204617, 1.385034], [1.893082, 2.420228, 1.557445], [1.173490, 0.889016, 2.048152], [-0.001157, 0.967831, -3.060768], [1.261883, 0.069901, -3.918766], [1.683345, 1.478935, -2.843191], [-0.643957, -1.470594, 1.426092], [0.852245, -2.175745, 2.120614], [0.005491, -2.950861, 0.774656]], "forces_ev_per_angstrom": [[0.2, -0.6, 0.0], [0.8, -0.5, -0.1], [-0.6, 0.9, 0.2], [0.2, 0.4, 0.6], [-0.1, 0.0, -0.2], [0.1, -0.1, 0.0], [-0.3, 0.3, 0.1], [0.3, -0.1, -1.0], [-0.5, -0.1, 0.9], [-0.4, 0.2, 0.1], [-0.3, -0.6, 0.2], [-0.1, -0.1, -0.1], [0.0, -0.1, -0.1], [-0.1, 0.0, -0.1], [0.0, 0.0, -0.1], [0.3, 0.0, -0.1], [0.2, 0.0, -0.3], [0.1, 0.2, 0.0], [0.0, 0.1, 0.0], [0.2, 0.1, -0.1]], "charge": 1, "orbital_gap_ev": 8.100}



(2)
{"formula": "H4O3P2", "method": "wB97M-V/def2-TZVPD", "symbols": ["O", "P", "O", "O", "P", "H", "H", "H", "H"], "xyz": [[-1.818085, 0.511600, 1.135526], [-1.005019, 0.704823, -0.160702], [-1.510962, -0.538183, -0.996417], [0.494308, -0.159198, 0.455001], [2.002269, 0.282378, 0.354550], [-1.347599, 0.358615, 1.971684], [-1.356289, -0.446641, -1.946103], [2.051318, 0.344765, -1.052498], [2.490058, -1.058160, 0.238961]], "forces_ev_per_angstrom": [[-1.3, -0.2, 2.3], [4.0, -0.2, -0.6], [-0.8, -0.8, -0.8], [-4.5, 0.8, 0.2], [1.9, -0.1, -0.5], [-0.1, -0.1, -0.5], [-0.1, 0.0, 0.1], [0.4, 0.4, -0.5], [0.3, 0.2, 0.2]], "smiles": "OP(O)OP", "orbital_gap_ev": 9.588}



(3)
{"formula": "C10H13N2O5SW", "method": "wB97M-V/def2-TZVPD", "symbols": ["O", "C", "W", "O", "C", "C", "O", "C", "O", "C", "O", "H", "C", "C", "N", "C", "S", "N", "C", "C", "H", "H", "H", "H", "H", "H", "H", "H", "H", "H", "H", "H"], "xyz": [[2.166659, -3.643538, -2.001751], [1.466880, -2.737550, -1.871102], [-0.136018, 1.151692, 0.570059], [-1.351830, -1.638718, -0.461520], [-0.906231, -0.621338, -0.091638], [1.206910, 2.678079, 0.898639], [1.916010, 3.578688, 1.108155], [-0.542912, 1.664962, -1.380912], [-0.839986, 1.955095, -2.467976], [0.548861, -0.084637, 2.055909], [0.887536, -0.804094, 2.905035], [0.966917, -1.779585, -1.353411], [-5.876729, 0.114816, -0.375933], [-4.680129, -0.341627, 0.429409], [-3.625864, 0.699564, 0.454090], [-3.061546, 1.146573, 1.565211], [-1.898599, 2.426935, 1.508540], [-3.470921, 0.657583, 2.782404], [-4.700432, 1.306067, 3.337455], [-5.120624, 0.592734, 4.602368], [-6.231967, 1.100453, -0.054577], [-6.692075, -0.602234, -0.248105], [-5.633357, 0.153673, -1.444205], [-4.939971, -0.534257, 1.468681], [-4.232287, -1.255325, 0.016818], [-3.325906, 1.095774, -0.438948], [-2.725273, 0.718923, 3.480641], [-4.480013, 2.368591, 3.535719], [-5.480640, 1.245524, 2.568443], [-4.435590, 0.817213, 5.426127], [-6.108981, 0.956164, 4.894379], [-5.182047, -0.492715, 4.463258]], "forces_ev_per_angstrom": [[-4.0, 4.7, 0.1], [3.5, -3.1, 1.2], [-3.0, 0.2, 0.3], [1.6, 3.0, 1.0], [-2.0, -3.5, -1.2], [4.1, 5.2, 1.0], [-3.1, -4.1, -1.0], [-0.5, 2.2, -5.3], [1.1, -1.4, 4.3], [3.1, -3.7, 5.1], [-1.6, 2.9, -3.6], [0.7, -2.0, -1.7], [-0.1, 0.1, -0.4], [-0.1, -0.3, 0.3], [0.6, 0.5, 0.9], [-1.6, -1.7, -0.3], [1.7, -0.1, -0.7], [1.2, 0.8, -0.5], [-0.8, 0.1, 0.1], [-0.1, 0.0, 0.2], [0.0, -0.2, 0.0], [0.1, 0.1, 0.0], [-0.1, 0.1, 0.2], [0.0, -0.1, -0.2], [-0.1, 0.2, 0.0], [-0.4, 0.1, 0.3], [-0.2, 0.1, -0.2], [-0.1, -0.3, -0.1], [0.2, 0.1, 0.2], [-0.1, -0.1, -0.1], [0.1, 0.0, 0.0], [0.0, 0.2, 0.0]], "spin_multiplicity": 3, "charge": 3, "orbital_gap_ev": [5.608, 6.193]}



(4)
{"formula": "C5H8O", "method": "wB97M-V/def2-TZVPD", "symbols": ["C", "C", "C", "C", "C", "O", "H", "H", "H", "H", "H", "H", "H", "H"], "xyz": [[1.745513, -0.504463, 0.202527], [0.516016, 0.374162, -0.022663], [-0.593264, -0.046304, -1.031244], [-1.693617, 0.292827, 0.008718], [-0.575027, 0.337490, 1.050003], [-0.536939, 0.202878, 2.243418], [2.667899, 0.081853, 0.230898], [1.655854, -1.032316, 1.158791], [1.847052, -1.249243, -0.594864], [0.799740, 1.419565, -0.202077], [-0.625789, 0.501202, -1.977332], [-0.552796, -1.119272, -1.244149], [-2.143170, 1.279336, -0.148526], [-2.486057, -0.439155, 0.192110]], "forces_ev_per_angstrom": [[0.1, 0.0, 0.0], [0.1, 0.0, 0.0], [0.0, -0.1, -0.2], [-0.1, 0.0, 0.1], [0.0, 0.0, 0.4], [-0.1, 0.1, -0.5], [-0.1, -0.1, 0.0], [0.0, 0.1, -0.2], [0.0, 0.1, 0.1], [-0.1, -0.1, 0.0], [0.0, -0.1, 0.2], [0.0, 0.2, 0.0], [0.1, -0.1, 0.1], [0.1, 0.1, 0.0]], "smiles": "C[C@H]1CCC1=O", "orbital_gap_ev": 10.409}



(5)
{"formula": "C36H30F6", "method": "wB97M-V/def2-TZVPD", "symbols": ["F", "C", "C", "C", "C", "C", "C", "H", "H", "H", "H", "H", "F", "C", "C", "C", "C", "C", "C", "H", "H", "H", "H", "H", "F", "C", "C", "C", "C", "C", "C", "H", "H", "H", "H", "H", "F", "C", "C", "C", "C", "C", "C", "H", "H", "H", "H", "H", "F", "C", "C", "C", "C", "C", "C", "H", "H", "H", "H", "H", "F", "C", "C", "C", "C", "C", "C", "H", "H", "H", "H", "H"], "xyz": [[0.402970, -2.449038, 6.664474], [-0.120610, -1.943748, 5.525494], [-1.506820, -1.924388, 5.472104], [-2.066260, -1.182448, 4.470914], [-1.295850, -0.519548, 3.545074], [0.059640, -0.513418, 3.640574], [0.663680, -1.242968, 4.611034], [-2.020240, -2.446798, 6.265764], [-3.131230, -1.086418, 4.319164], [-1.833540, 0.015902, 2.776574], [0.601510, -0.140588, 2.783974], [1.741860, -1.210198, 4.664444], [1.686920, 2.686642, 2.499704], [2.013100, 3.350832, 3.644374], [1.770140, 4.729722, 3.697194], [1.985410, 5.374192, 4.953644], [2.459750, 4.596632, 6.005704], [2.636090, 3.257472, 5.923884], [2.482410, 2.593412, 4.728044], [1.248380, 5.339572, 2.974514], [1.902970, 6.446332, 5.054304], [2.557270, 5.102042, 6.955144], [2.954910, 2.692522, 6.787354], [2.793890, 1.561462, 4.661354], [-2.953260, 1.589442, 4.474014], [-2.997100, 2.897692, 4.192154], [-1.837280, 3.509582, 3.655864], [-1.857390, 4.894682, 3.237704], [-3.049040, 5.588882, 3.461784], [-4.209350, 4.974952, 3.861484], [-4.161440, 3.620132, 4.204704], [-0.971750, 2.871152, 3.557534], [-0.983850, 5.294262, 2.744064], [-3.039700, 6.649632, 3.259024], [-5.063910, 5.635342, 3.864274], [-5.089270, 3.147782, 4.491774], [3.882500, -2.987518, -8.218736], [3.439360, -2.714378, -6.939676], [3.070480, -3.785198, -6.129726], [2.711370, -3.508108, -4.815206], [2.912930, -2.240348, -4.317526], [3.231690, -1.169018, -5.152986], [3.530700, -1.452398, -6.509896], [2.870190, -4.767878, -6.530486], [2.222480, -4.255678, -4.208136], [2.616840, -2.020128, -3.302526], [3.245480, -0.188048, -4.701436], [3.854720, -0.621978, -7.119666], [-2.517680, -6.999818, -6.031486], [-1.696680, -5.977568, -6.304796], [-1.670080, -4.881618, -5.460816], [-0.838600, -3.799528, -5.663746], [-0.013220, -3.824348, -6.788896], [-0.004720, -4.896828, -7.696996], [-0.879350, -6.013728, -7.451236], [-2.232970, -5.043508, -4.553426], [-0.893160, -2.943668, -5.007286], [0.636500, -2.995328, -7.027616], [0.614300, -4.863688, -8.581366], [-0.872150, -6.934528, -8.015566], [-3.296090, 0.756342, 0.098904], [-2.013600, 0.556912, -0.434006], [-0.962870, 1.365112, 0.068834], [0.333840, 1.243172, -0.514886], [0.570960, 0.252972, -1.442766], [-0.466890, -0.586828, -1.889316], [-1.761820, -0.449708, -1.415016], [-1.147840, 2.105002, 0.833524], [1.045070, 1.997312, -0.211836], [1.590030, 0.210552, -1.797876], [-0.276320, -1.263988, -2.708786], [-2.608440, -1.062748, -1.686706]], "forces_ev_per_angstrom": [[0.6, -0.5, -0.3], [-0.3, 1.2, 0.3], [1.0, -0.3, 0.4], [-1.1, 0.0, -0.6], [-1.2, 0.4, -0.2], [-0.1, -0.3, -1.9], [1.0, -0.8, 1.5], [-0.3, 0.0, -0.1], [-0.2, -0.2, 0.4], [0.3, 0.1, -0.2], [0.4, 0.5, 0.3], [0.1, -0.3, 0.3], [0.3, 0.3, 0.2], [-0.4, 0.0, -0.2], [-0.2, 0.2, 2.2], [0.8, -1.6, -1.4], [-1.0, 2.3, 0.7], [0.6, -1.2, 0.0], [-0.1, 0.7, -0.8], [0.4, -0.5, -0.7], [-0.3, 0.0, 0.0], [0.3, -0.1, 0.2], [0.1, 0.0, 0.1], [-0.4, -0.1, -0.4], [-0.3, 0.3, 0.3], [1.5, 1.6, -1.7], [-0.6, 1.0, -0.1], [-0.8, -3.0, 1.3], [1.4, 0.7, -0.9], [1.0, -0.3, 0.2], [-1.7, 0.2, 0.5], [0.3, 0.1, -0.1], [-0.1, 0.3, 0.2], [-0.2, 0.1, -0.2], [-0.5, -0.6, 0.3], [0.0, -0.3, 0.1], [-0.4, -0.1, 0.1], [0.8, -1.3, -0.6], [-0.2, -0.9, -1.3], [-0.2, 0.2, 1.1], [-1.0, 0.6, -0.1], [0.2, -0.5, 1.2], [0.0, 2.1, 0.2], [0.2, 0.0, -0.3], [0.2, -0.2, 0.2], [0.1, 0.0, 0.3], [0.2, 0.2, -0.4], [0.1, -0.2, -0.4], [-0.3, -0.5, 0.1], [1.6, 1.6, -1.2], [-0.7, -1.6, 0.7], [0.3, 0.1, -0.7], [0.2, -0.1, -1.1], [-1.6, -0.7, 1.3], [0.4, 0.7, 0.7], [-0.3, 0.5, 0.2], [0.2, 0.0, 0.0], [0.0, 0.1, 0.2], [0.1, -0.1, 0.1], [0.1, 0.1, -0.4], [1.6, -0.5, -0.8], [1.0, 0.2, 0.5], [-0.4, -0.9, -1.4], [-2.1, 0.1, 0.9], [-0.1, 0.2, 0.0], [0.3, 0.5, -0.1], [-0.6, 1.5, 1.7], [-0.2, 0.1, 0.0], [0.4, -0.3, 0.0], [-0.1, -0.4, -0.5], [0.1, -0.3, 0.1], [0.2, -0.1, -0.4]], "spin_multiplicity": 2, "charge": -1, "orbital_gap_ev": [1.365, 6.552]}



(6)
{"formula": "H24HeO12", "method": "wB97M-V/def2-TZVPD", "symbols": ["He", "O", "H", "H", "O", "H", "H", "O", "H", "H", "O", "H", "H", "O", "H", "H", "O", "H", "H", "O", "H", "H", "O", "H", "H", "O", "H", "H", "O", "H", "H", "O", "H", "H", "O", "H", "H"], "xyz": [[-0.347487, -0.003887, -0.353277], [-0.638688, -2.393187, -1.490053], [-1.243862, -1.943146, -0.900598], [-0.454852, -3.225885, -1.055260], [3.589311, 2.417920, 0.732041], [2.985227, 2.115236, 0.054019], [3.198482, 3.229042, 1.056945], [-2.143669, 1.358770, -2.943493], [-2.184580, 1.964377, -3.683640], [-2.898693, 0.782645, -3.062807], [3.256044, -2.099930, -0.564672], [3.216654, -3.011560, -0.853816], [2.675437, -2.063950, 0.195477], [-1.798893, 4.439099, 0.978275], [-1.666545, 4.132691, 1.875400], [-1.486678, 3.719097, 0.430233], [1.658871, -2.151715, 1.668570], [2.145983, -2.793520, 2.185341], [1.561979, -1.398336, 2.251033], [-1.175243, 0.974055, 1.942702], [-1.505659, 0.076956, 1.990342], [-0.810361, 1.141866, 2.811570], [1.548095, -0.910255, -2.064331], [2.305062, -1.313077, -1.638944], [0.841124, -1.544875, -1.947268], [1.900685, 1.866264, -1.277174], [1.848593, 0.976010, -1.624996], [1.122704, 1.954696, -0.726582], [-0.763826, 2.377748, -0.412515], [-1.017312, 2.028581, -1.266945], [-0.888179, 1.646235, 0.192174], [-1.051626, -1.984671, 1.610386], [-0.125438, -1.935228, 1.373788], [-1.081786, -2.612888, 2.331951], [-3.588816, -2.275181, 0.541930], [-2.806753, -2.017871, 1.030194], [-4.175302, -1.522128, 0.613999]], "forces_ev_per_angstrom": [[0.1, -0.3, 0.0], [0.0, -0.2, -0.2], [-0.4, 0.1, 0.1], [-0.1, -0.3, 0.1], [0.7, 0.1, 1.1], [-0.4, -0.2, -0.9], [0.0, 0.2, 0.0], [0.2, 0.0, 0.2], [0.1, 0.2, -0.2], [-0.2, -0.2, 0.0], [0.9, -0.4, -0.1], [0.2, -0.3, -0.2], [-0.3, 0.2, 0.5], [-0.4, 0.8, 0.5], [0.0, 0.0, 0.2], [0.3, -0.5, -0.5], [-0.2, -0.1, 0.0], [0.2, -0.3, 0.2], [0.3, 0.5, 0.2], [0.0, 0.1, 0.0], [-0.1, -0.5, 0.0], [0.1, 0.2, 0.2], [-0.2, 1.0, -0.8], [0.6, -0.1, 0.2], [-0.6, 0.0, 0.0], [0.5, 0.4, 0.0], [-0.1, -0.8, -0.4], [-0.6, 0.3, 0.0], [0.3, 0.1, -0.1], [-0.3, 0.0, -0.7], [-0.2, 0.0, 0.6], [-0.7, 0.3, 0.2], [0.5, -0.2, -0.3], [-0.1, -0.3, 0.2], [-0.3, -0.1, -0.2], [0.4, 0.0, 0.1], [-0.3, 0.1, 0.0]], "orbital_gap_ev": 9.343}



The calculation returns the following molar mass values, one per record and in order: 265.96 113.98 457.13 84.12 576.62 220.18 g/mol.